# 1
{
  "formula": "C5H10O",
  "method": "ωB97M-V/def2-TZVPD",
  "elements": ["C", "C", "C", "C", "C", "O", "H", "H", "H", "H", "H", "H", "H", "H", "H", "H"],
  "coordinates": [[1.311, -0.428, 1.182], [0.649, 0.019, -0.096], [0.224, -0.991, -1.076], [-1.074, -0.229, -0.967], [-1.007, 0.687, 0.662], [-1.043, 0.726, -1.959], [2.340, -0.739, 0.963], [1.349, 0.374, 1.929], [0.790, -1.285, 1.622], [1.056, 0.920, -0.551], [0.673, -0.909, -2.064], [0.182, -2.017, -0.711], [-1.895, 1.263, 0.377], [-0.371, 1.433, 1.177], [-1.323, -0.059, 1.393], [-1.861, 1.235, -1.883]],
  "atomic_forces_ev_per_a": [[-0.0233, 0.0125, 0.0419], [0.3216, -0.0159, 0.0285], [0.0341, -0.0560, 0.0332], [0.0024, -0.2135, -0.1808], [-0.1514, 0.2084, 0.3686], [-0.2012, 0.1557, 0.0276], [-0.1452, 0.0351, 0.0051], [-0.0154, -0.1063, -0.1183], [0.0622, 0.1240, -0.0851], [-0.1000, -0.1170, 0.0886], [-0.0651, -0.0094, 0.1364], [-0.0121, 0.1640, -0.0511], [0.1528, -0.1388, 0.0086], [-0.0515, -0.1138, -0.1014], [0.0611, 0.1162, -0.1319], [0.1310, -0.0454, -0.0698]],
  "spin_multiplicity": 1,
  "e_tot_ha": -271.57462,
  "de_lowest_kj_mol": 467.3
}

=====

# 2
{
  "formula": "C4H6O5Y",
  "method": "ωB97M-V/def2-TZVPD",
  "elements": ["H", "O", "O", "C", "C", "H", "H", "O", "C", "O", "Y", "O", "C", "H", "H", "H"],
  "coordinates": [[-1.742, 0.695, 1.639], [-1.116, -0.286, -0.088], [-3.576, 0.619, -0.798], [-2.061, -0.090, 0.931], [-3.384, 0.320, 0.354], [-2.226, -1.007, 1.525], [-4.207, 0.319, 1.102], [0.726, 0.574, 1.058], [0.185, -0.413, 0.339], [0.983, -0.454, -0.860], [2.546, 1.062, -0.143], [0.406, -1.552, 1.026], [0.891, -1.875, -1.430], [0.019, -2.485, -1.164], [0.741, -1.697, -2.502], [1.857, -2.361, -1.274]],
  "atomic_forces_ev_per_a": [[-0.0561, -0.1787, -0.2268], [1.9345, -0.0962, -0.3898], [0.4777, -0.2983, 0.8922], [-0.6352, -0.0782, 1.4798], [-0.9376, 0.3591, -0.9286], [0.1558, 0.1951, -0.2510], [0.2333, 0.0469, -0.1224], [3.2714, 2.5077, -0.6886], [-1.6234, -0.7390, 0.1387], [0.9916, -0.9052, -0.7709], [-4.2599, -1.9083, 1.3779], [-0.3322, -0.1061, 0.5252], [0.6659, 0.4448, -2.3851], [0.2627, 0.7383, 0.8728], [0.2793, 0.0248, 0.2090], [-0.4277, -0.0066, 0.2676]],
  "spin_multiplicity": 2,
  "total_charge": 2,
  "e_tot_ha": -569.73169,
  "de_lowest_kj_mol": 0.0
}

=====

# 3
{
  "formula": "C6H11N3O2S",
  "method": "ωB97M-V/def2-TZVPD",
  "elements": ["C", "C", "C", "C", "C", "C", "N", "N", "N", "O", "O", "S", "H", "H", "H", "H", "H", "H", "H", "H", "H", "H", "H"],
  "coordinates": [[5.661, -5.983, -7.213], [5.524, -4.858, -7.632], [-3.868, 2.873, 3.307], [-2.587, 2.525, 2.583], [-3.483, 2.259, 7.030], [5.621, -3.611, -8.192], [-1.711, 1.782, 3.183], [-3.938, 2.714, 4.693], [4.873, -3.323, -9.229], [-0.460, 1.785, 2.719], [-1.850, 1.042, 4.243], [-2.635, 2.567, 5.510], [5.369, -7.032, -6.953], [-4.115, 3.838, 2.799], [-4.641, 2.106, 2.869], [-2.352, 2.866, 1.638], [-4.494, 2.535, 6.954], [-2.868, 2.865, 7.680], [-3.444, 1.164, 7.388], [6.326, -2.866, -7.775], [0.127, 1.291, 3.265], [4.656, -2.408, -9.455], [4.289, -4.132, -9.414]],
  "atomic_forces_ev_per_a": [[-1.6192, -1.3008, 0.1529], [1.0449, -1.3271, 0.4984], [-0.3744, -1.7447, -3.6387], [-0.4945, -1.1149, 2.9777], [1.9818, -2.2236, 1.3453], [0.2715, 1.8602, -0.7121], [0.4462, -0.9454, 0.6841], [0.2990, 0.5878, 0.3247], [0.9007, -3.1067, 2.6565], [0.0999, 1.5287, -2.6084], [-0.5798, 0.3631, -0.4397], [-1.7402, 0.3593, -0.0903], [0.9877, 1.3615, -0.1691], [-0.4245, -0.2959, 1.1986], [0.9032, 1.3971, 0.7039], [0.6392, 0.9489, -1.6248], [-1.1402, 0.6162, -0.2402], [-0.2527, 0.1218, 0.9009], [0.3136, 1.5905, -0.7456], [-0.5726, -0.3110, -0.2810], [0.2983, -1.1677, 1.2935], [-0.3660, 2.1507, -1.1765], [-0.6220, 0.6518, -1.0101]],
  "spin_multiplicity": 1,
  "total_charge": 2,
  "e_tot_ha": -947.28464,
  "de_lowest_kj_mol": 519.5
}

=====

> Number 1 is which compound?

C5H10O